1.
An isolated molecule of C4H7N3, computed with ωB97M-V/def2-TZVPD.

```
14
Properties=species:S:1:pos:R:3
N 0.01 2.23 0.93
C 0.33 0.96 0.50
C -0.23 -0.04 -0.42
C -0.74 -1.26 0.26
N -1.47 -1.98 -0.58
C 1.32 -0.54 -0.53
N 1.51 0.41 0.54
H 0.68 2.96 0.69
H -0.94 2.51 0.69
H -0.83 0.36 -1.26
H -1.76 -2.91 -0.31
H -1.71 -1.71 -1.54
H 1.54 -1.56 -0.14
H 2.29 0.56 1.18
```

## Properties
HOMO: -6.67 eV
Gap between HOMO and LUMO: 7.49 eV
Energy above the lowest of the compared OMol25 structures with the same formula, charge and spin: 480.44 kJ/mol

***

2.
An isolated molecule of C4H7N3 at a distorted geometry, computed with ωB97M-V/def2-TZVPD.

```
14
Properties=species:S:1:pos:R:3
C -1.07 -0.31 0.23
C 0.02 -1.27 0.27
C 1.22 -0.54 -0.46
C 1.74 0.67 0.18
H -2.61 0.52 0.79
H -0.39 -2.09 -0.29
H 0.26 -1.59 1.24
H 1.74 -1.13 -1.19
H 1.49 0.97 1.19
H 2.76 0.95 -0.26
H -1.15 1.33 -0.90
N -2.14 -0.38 0.91
N 0.75 0.90 -0.85
N -0.55 0.88 -0.33
```

## Properties
HOMO: -8.82 eV
SMILES: [H]/N=C1/C[C@@H]2CN2N1
Gap between HOMO and LUMO: 9.89 eV
Energy above the lowest of the compared OMol25 structures with the same formula, charge and spin: 258.05 kJ/mol

***

3.
A structure of composition C4H7N3 at a distorted geometry, computed with ωB97M-V/def2-TZVPD.

```
14
Properties=species:S:1:pos:R:3
C -1.39 0.61 -0.64
C -1.05 -0.92 1.16
N -0.93 0.25 0.69
C 1.21 0.00 -0.03
N 1.13 -1.19 -0.47
C 2.24 0.96 -0.15
N 2.90 1.90 -0.09
H -0.80 1.41 -1.11
H -2.37 0.99 -0.41
H -1.43 -0.25 -1.33
H -1.35 -1.76 0.56
H -0.49 -1.14 2.08
H 0.33 0.60 0.68
H 2.00 -1.47 -0.94
```

## Properties
HOMO: -9.11 eV
Gap between HOMO and LUMO: 9.34 eV
Energy above the lowest of the compared OMol25 structures with the same formula, charge and spin: 385.33 kJ/mol